[1]
# C26H37N4OPPtS2

A molecular structure, C26H37N4OPPtS2 (ωB97M-V/def2-TZVPD, the Open Molecules 2025 dataset).

Results
- Frontier orbital gap (alpha / beta): 6.256 / 1.913 eV
- Spin multiplicity: 5
- Total charge: +4

Each line ends with the Mulliken spin population.
Element x y z (Å)
Pt  -0.135  -0.628  0.712  1.3587
C  3.045  -1.683  -0.308  0.0222
P  2.158  -0.162  0.125  0.2611
C  2.148  0.893  -1.316  0.0249
C  1.184  0.707  -2.310  0.0221
C  1.264  1.445  -3.479  0.0180
C  2.289  2.374  -3.646  0.0185
C  3.235  2.572  -2.645  -0.0017
C  3.168  1.837  -1.470  0.0080
C  2.986  0.599  1.512  0.1818
C  4.284  0.220  1.867  0.0748
C  4.939  0.893  2.890  0.2442
C  4.303  1.935  3.565  0.2451
C  3.005  2.304  3.226  -0.0185
C  2.348  1.644  2.204  0.1276
H  4.055  -1.407  -0.624  0.0153
H  2.575  -2.149  -1.174  -0.0008
H  3.106  -2.379  0.528  0.0043
H  0.398  -0.032  -2.187  -0.0185
H  0.542  1.290  -4.269  0.0010
H  2.355  2.940  -4.566  0.0002
H  4.031  3.292  -2.784  0.0008
H  3.910  1.986  -0.694  0.0036
H  4.802  -0.581  1.357  0.0080
H  5.951  0.615  3.150  -0.0157
H  4.821  2.456  4.359  -0.0020
H  2.514  3.109  3.757  0.0010
H  1.335  1.925  1.944  0.0428
C  0.238  -0.165  4.133  0.0015
S  -0.405  -1.421  3.015  0.3495
C  0.822  -2.724  3.224  -0.0114
H  0.183  -0.581  5.139  0.0162
H  -0.411  0.707  4.068  0.0007
H  1.265  0.087  3.874  0.0182
H  1.827  -2.326  3.088  0.0064
H  0.610  -3.517  2.509  0.0025
H  0.712  -3.118  4.235  0.0201
N  -2.899  -6.966  -1.809  0.0000
C  -3.324  -5.744  -1.778  0.0006
O  -4.426  -5.385  -2.260  0.0022
C  -2.540  -4.601  -1.195  0.0021
C  -3.210  -3.663  -0.418  0.0062
C  -2.490  -2.586  0.075  0.0079
N  -1.185  -2.418  -0.181  0.2095
C  -0.547  -3.331  -0.930  -0.0112
C  -1.188  -4.435  -1.467  0.0131
H  -3.456  -7.693  -2.254  0.0000
H  -2.056  -7.252  -1.328  -0.0001
H  -4.262  -3.759  -0.182  0.0014
H  -2.970  -1.844  0.699  0.0039
H  0.506  -3.170  -1.115  -0.0039
H  -0.638  -5.119  -2.102  0.0014
C  -4.289  0.867  -0.659  0.0106
N  -3.475  2.082  -0.716  0.0665
C  -4.224  3.286  -1.121  -0.0022
C  -2.218  2.143  -0.316  -0.0078
S  -1.757  1.010  0.996  0.6565
N  -1.395  3.078  -0.758  0.0039
C  -1.556  3.691  -2.085  0.0003
C  -0.288  3.607  0.041  0.0147
H  -4.901  0.825  -1.559  0.0039
H  -4.949  0.881  0.208  0.0056
H  -3.654  -0.013  -0.630  -0.0159
H  -5.203  3.230  -0.649  0.0015
H  -4.360  3.330  -2.201  0.0034
H  -3.721  4.181  -0.769  0.0007
H  -2.160  3.052  -2.722  0.0004
H  -0.561  3.788  -2.516  0.0002
H  -2.006  4.680  -2.022  0.0010
H  -0.475  3.438  1.097  -0.0082
H  -0.242  4.683  -0.121  0.0002
H  0.663  3.172  -0.265  0.0011

[2]
# C15H29AsCuOSb2

A molecular structure, C15H29AsCuOSb2 (ωB97M-V/def2-TZVPD, the Open Molecules 2025 dataset).

Results
- Frontier orbital gap: 8.405 eV
- Total charge: +1

Each line ends with the Löwdin charge.
Element x y z (Å)
Cu  0.346  -1.206  -0.326  -0.0948
C  -1.707  1.692  -2.372  -0.3046
Sb  0.137  0.692  -2.021  1.3603
C  0.801  0.488  -4.032  -0.3044
C  1.318  2.400  -1.459  -0.3068
C  0.948  2.914  -0.099  -0.2911
C  -0.095  3.836  -0.005  -0.0605
C  -0.506  4.354  1.211  -0.0740
C  0.141  3.960  2.372  -0.0730
C  1.184  3.055  2.295  -0.0607
C  1.602  2.513  1.078  -0.2918
C  2.729  1.522  1.095  -0.3068
Sb  2.014  -0.478  1.439  1.3712
C  3.877  -1.462  1.716  -0.3029
C  1.432  -0.270  3.471  -0.3009
H  -1.542  2.539  -3.037  0.0181
H  -2.115  2.046  -1.427  0.0053
H  -2.418  1.009  -2.834  0.0001
H  0.740  1.453  -4.533  0.0158
H  0.180  -0.234  -4.560  0.0075
H  1.831  0.138  -4.045  0.0090
H  1.132  3.156  -2.223  0.0731
H  2.365  2.109  -1.537  0.0550
H  -0.582  4.169  -0.915  0.1107
H  -1.312  5.075  1.249  0.1078
H  -0.152  4.369  3.330  0.1081
H  1.709  2.770  3.200  0.1112
H  3.419  1.738  1.911  0.0731
H  3.307  1.510  0.172  0.0543
H  4.472  -0.911  2.442  0.0155
H  4.413  -1.514  0.770  0.0087
H  3.707  -2.474  2.079  0.0097
H  2.260  0.145  4.045  0.0186
H  1.170  -1.247  3.873  0.0086
H  0.570  0.390  3.543  0.0043
C  -3.363  -1.947  -0.694  -0.1960
As  -2.164  -3.415  -0.406  0.9871
C  -2.407  -4.683  -1.817  -0.1909
C  -2.637  -4.262  1.244  -0.1916
O  -0.579  -2.915  -0.365  -0.5965
H  -4.393  -2.298  -0.726  0.0488
H  -3.107  -1.469  -1.637  0.0319
H  -3.244  -1.232  0.119  0.0461
H  -3.433  -5.046  -1.830  0.0482
H  -1.722  -5.513  -1.653  0.0495
H  -2.170  -4.204  -2.765  0.0464
H  -3.662  -4.629  1.198  0.0482
H  -2.539  -3.541  2.053  0.0459
H  -1.954  -5.092  1.413  0.0490

Energy relative to the best compared isomer or geometry (same formula, charge and spin)
In order: 71.0; 0.0
Unit: kJ/mol
Largest force on an atom
In order: 5.1; 0.1
Unit: eV/A